# 1
Molecular formula: C19H24F3NO2
Method: DFT, ωB97M-V/def2-TZVPD

```
49
Properties=species:S:1:pos:R:3
C 6.29 1.14 -0.21
C 5.66 -0.06 0.28
C 6.46 -1.00 0.98
C 5.42 -0.24 1.75
H 4.49 -0.82 2.01
H 5.73 0.47 2.46
H 5.94 -2.25 1.03
H 7.34 -0.92 0.99
C 4.34 -0.53 -0.71
O 4.57 -1.61 -1.30
N 3.21 0.40 -0.65
C 2.80 1.38 0.10
H 3.76 1.38 0.72
C 1.75 0.95 1.12
H 1.44 1.69 1.60
H 1.98 0.01 1.85
C 0.54 0.24 0.33
C 0.92 -0.67 -0.70
C 2.31 -0.09 -1.63
H 2.53 -0.99 -2.04
H 1.95 0.64 -2.33
H 0.02 -0.72 -1.33
H 1.19 -1.44 -0.22
C -0.32 1.66 -0.15
O 0.46 2.58 -1.47
H 0.55 2.00 -2.10
H -1.17 1.06 -0.80
H -0.50 2.44 0.46
C -0.55 -0.33 1.39
C -1.70 -0.86 0.74
C -2.87 0.07 0.61
C -4.08 -0.55 -0.05
C -4.06 -1.74 -0.48
C -2.98 -2.69 -0.49
C -1.82 -2.16 0.11
H -0.87 -2.52 0.17
H -2.95 -3.55 -1.07
H -5.01 -2.12 -0.68
C -5.28 0.42 0.08
F -6.51 -0.14 -0.15
F -5.39 0.89 1.41
F -5.27 1.44 -0.59
H -2.98 0.90 1.14
H -0.77 0.28 2.09
H -0.04 -1.06 1.67
H 2.77 2.08 -0.42
H 7.08 1.38 0.44
H 5.69 1.82 -0.47
H 6.75 0.95 -1.33
```

Results
Total energy   -33814.97203 eV
Spin multiplicity   1
LUMO energy   0.005 hartree
Max |F|   16.78 eV Å⁻¹

***

# 2
Molecular formula: C19H24F6NNiO4PSb2
Method: DFT, ωB97M-V/def2-TZVPD

```
58
Properties=species:S:1:pos:R:3
Ni 1.06 2.64 1.46
O 3.92 -1.26 1.60
C 3.22 -0.13 1.76
O 2.37 0.01 0.63
C 3.25 0.78 2.83
C 4.22 0.66 3.85
C 4.26 1.57 4.88
C 3.34 2.61 4.90
C 2.39 2.67 3.90
N 2.32 1.80 2.88
C 1.23 3.70 3.96
O 1.25 4.51 4.85
O 0.36 3.50 3.05
H 4.43 -1.48 2.40
H 4.95 -0.14 3.80
H 5.00 1.48 5.66
H 3.35 3.38 5.65
C 1.92 -3.08 -0.96
Sb 0.43 -1.49 -1.23
C 1.06 -0.76 0.80
C -1.21 -2.70 -0.36
C -2.15 -3.07 -1.45
C -1.79 -4.10 -2.32
C -2.55 -4.43 -3.42
C -3.71 -3.72 -3.69
C -4.09 -2.69 -2.84
C -3.34 -2.35 -1.71
C -3.80 -1.26 -0.84
Sb -2.58 0.61 -1.23
C -4.19 2.05 -1.21
C -2.44 0.31 -3.36
H 1.66 -3.90 -1.62
H 1.94 -3.44 0.06
H 2.91 -2.74 -1.25
H 1.25 -1.58 1.49
H 0.34 -0.05 1.25
H 2.85 -0.37 -0.14
H -1.65 -2.11 0.44
H -0.74 -3.59 0.06
H -0.88 -4.65 -2.10
H -2.24 -5.24 -4.07
H -4.31 -3.96 -4.55
H -5.00 -2.14 -3.05
H -3.70 -1.44 0.22
H -4.81 -0.93 -1.08
H -4.61 2.14 -2.20
H -3.80 3.01 -0.89
H -4.96 1.73 -0.50
H -3.15 0.98 -3.84
H -2.68 -0.72 -3.60
H -1.44 0.55 -3.70
F 1.40 2.46 -0.70
P 1.54 4.22 -0.77
F 0.20 4.18 0.22
F 2.46 4.05 0.57
F 1.60 5.77 -0.74
F 2.80 4.00 -1.69
F 0.54 4.17 -2.02
```

Results
Total energy   -109479.43916 eV
Spin multiplicity   4
Charge   +1
LUMO energy (alpha / beta)   -0.134 / -0.200 hartree
Max |F|   2.91 eV Å⁻¹

***

# 3
Molecular formula: C19H24N2O4
Method: DFT, ωB97M-V/def2-TZVPD

```
49
Properties=species:S:1:pos:R:3
C -2.62 -0.30 2.79
O -2.42 0.28 1.53
C -2.60 -0.50 0.41
C -3.08 -1.80 0.47
C -3.22 -2.57 -0.68
C -2.91 -2.02 -1.90
C -2.45 -0.72 -1.98
C -2.27 0.06 -0.84
N -1.78 1.36 -1.03
C -0.69 1.57 -1.94
C 0.47 2.30 -1.22
N 0.43 1.98 0.18
C 1.05 0.96 0.79
O 0.87 0.72 1.98
C 2.07 0.15 -0.01
C 3.42 0.87 0.09
C 4.53 0.03 -0.47
C 4.42 -1.28 -0.65
C 3.20 -2.07 -0.30
C 2.21 -1.27 0.56
C 0.86 -1.99 0.57
O 0.51 -2.74 -0.31
O 0.09 -1.75 1.63
C -0.72 2.59 0.84
C -1.95 2.44 -0.09
H -2.31 0.46 3.51
H -2.00 -1.19 2.92
H -3.67 -0.55 2.96
H -3.32 -2.24 1.42
H -3.58 -3.58 -0.59
H -3.02 -2.61 -2.81
H -2.24 -0.29 -2.95
H -1.01 2.17 -2.81
H -0.34 0.60 -2.31
H 1.43 2.05 -1.67
H 0.34 3.39 -1.30
H 1.76 0.06 -1.06
H 3.38 1.82 -0.44
H 3.63 1.09 1.14
H 5.44 0.55 -0.73
H 5.24 -1.85 -1.07
H 3.49 -2.97 0.24
H 2.69 -2.39 -1.21
H 2.57 -1.20 1.59
H 0.39 -0.94 2.10
H -0.87 2.07 1.78
H -0.50 3.65 1.03
H -2.09 3.36 -0.67
H -2.84 2.27 0.51
```

Results
Total energy   -31262.88954 eV
SMILES   COc1ccccc1N1CCN(C(=O)[C@H]2CC=CC[C@@H]2C(=O)O)CC1
Spin multiplicity   1
LUMO energy   0.025 hartree
Max |F|   0.57 eV Å⁻¹

***

# 4
Molecular formula: C19H24N2O4S
Method: DFT, ωB97M-V/def2-TZVPD

```
50
Properties=species:S:1:pos:R:3
C -5.76 -3.33 0.68
C -6.25 -2.42 -0.44
O -6.00 -1.05 -0.17
C -4.74 -0.55 -0.31
C -3.64 -1.23 -0.81
C -2.41 -0.60 -0.91
C -2.25 0.72 -0.54
N -1.04 1.42 -0.65
C 0.02 0.96 -1.51
C 1.02 0.07 -0.75
O 0.62 -0.74 0.06
N 2.30 0.27 -1.09
C 3.46 -0.32 -0.56
C 3.42 -1.40 0.31
C 4.60 -1.96 0.79
C 4.56 -3.12 1.74
C 5.81 -1.43 0.39
C 5.87 -0.35 -0.48
C 7.19 0.24 -0.89
C 4.69 0.20 -0.95
S -0.48 2.19 0.74
C -0.75 1.03 2.10
O -1.28 3.36 0.98
O 0.93 2.39 0.54
C -3.36 1.41 -0.04
C -4.58 0.78 0.08
H -6.23 -3.05 1.62
H -6.02 -4.36 0.45
H -4.68 -3.26 0.81
H -5.81 -2.71 -1.40
H -7.33 -2.48 -0.52
H -3.71 -2.26 -1.12
H -1.57 -1.17 -1.27
H 0.53 1.85 -1.90
H -0.41 0.40 -2.34
H 2.50 1.06 -1.69
H 2.47 -1.81 0.62
H 5.23 -3.91 1.40
H 4.89 -2.80 2.73
H 3.55 -3.52 1.82
H 6.73 -1.86 0.76
H 7.97 -0.52 -0.88
H 7.48 1.02 -0.19
H 7.13 0.67 -1.88
H 4.72 1.04 -1.63
H -0.26 1.46 2.97
H -1.81 0.94 2.26
H -0.30 0.09 1.82
H -3.24 2.44 0.26
H -5.44 1.31 0.46
```

Results
Total energy   -42098.14108 eV
SMILES   CCOc1ccc(N(CC(=O)Nc2cc(C)cc(C)c2)S(C)(=O)=O)cc1
Spin multiplicity   1
LUMO energy   0.024 hartree
Max |F|   1.10 eV Å⁻¹

***

Please write out number 1 again, unchanged.
Molecular formula: C19H24F3NO2
Method: DFT, ωB97M-V/def2-TZVPD

```
49
Properties=species:S:1:pos:R:3
C 6.29 1.14 -0.21
C 5.66 -0.06 0.28
C 6.46 -1.00 0.98
C 5.42 -0.24 1.75
H 4.49 -0.82 2.01
H 5.73 0.47 2.46
H 5.94 -2.25 1.03
H 7.34 -0.92 0.99
C 4.34 -0.53 -0.71
O 4.57 -1.61 -1.30
N 3.21 0.40 -0.65
C 2.80 1.38 0.10
H 3.76 1.38 0.72
C 1.75 0.95 1.12
H 1.44 1.69 1.60
H 1.98 0.01 1.85
C 0.54 0.24 0.33
C 0.92 -0.67 -0.70
C 2.31 -0.09 -1.63
H 2.53 -0.99 -2.04
H 1.95 0.64 -2.33
H 0.02 -0.72 -1.33
H 1.19 -1.44 -0.22
C -0.32 1.66 -0.15
O 0.46 2.58 -1.47
H 0.55 2.00 -2.10
H -1.17 1.06 -0.80
H -0.50 2.44 0.46
C -0.55 -0.33 1.39
C -1.70 -0.86 0.74
C -2.87 0.07 0.61
C -4.08 -0.55 -0.05
C -4.06 -1.74 -0.48
C -2.98 -2.69 -0.49
C -1.82 -2.16 0.11
H -0.87 -2.52 0.17
H -2.95 -3.55 -1.07
H -5.01 -2.12 -0.68
C -5.28 0.42 0.08
F -6.51 -0.14 -0.15
F -5.39 0.89 1.41
F -5.27 1.44 -0.59
H -2.98 0.90 1.14
H -0.77 0.28 2.09
H -0.04 -1.06 1.67
H 2.77 2.08 -0.42
H 7.08 1.38 0.44
H 5.69 1.82 -0.47
H 6.75 0.95 -1.33
```

Results
Total energy   -33814.97203 eV
Spin multiplicity   1
LUMO energy   0.005 hartree
Max |F|   16.78 eV Å⁻¹

***

Which formula does entry 4 have?
C19H24N2O4S

***

Repeat the fourth record exactly.
Molecular formula: C19H24N2O4S
Method: DFT, ωB97M-V/def2-TZVPD

```
50
Properties=species:S:1:pos:R:3
C -5.76 -3.33 0.68
C -6.25 -2.42 -0.44
O -6.00 -1.05 -0.17
C -4.74 -0.55 -0.31
C -3.64 -1.23 -0.81
C -2.41 -0.60 -0.91
C -2.25 0.72 -0.54
N -1.04 1.42 -0.65
C 0.02 0.96 -1.51
C 1.02 0.07 -0.75
O 0.62 -0.74 0.06
N 2.30 0.27 -1.09
C 3.46 -0.32 -0.56
C 3.42 -1.40 0.31
C 4.60 -1.96 0.79
C 4.56 -3.12 1.74
C 5.81 -1.43 0.39
C 5.87 -0.35 -0.48
C 7.19 0.24 -0.89
C 4.69 0.20 -0.95
S -0.48 2.19 0.74
C -0.75 1.03 2.10
O -1.28 3.36 0.98
O 0.93 2.39 0.54
C -3.36 1.41 -0.04
C -4.58 0.78 0.08
H -6.23 -3.05 1.62
H -6.02 -4.36 0.45
H -4.68 -3.26 0.81
H -5.81 -2.71 -1.40
H -7.33 -2.48 -0.52
H -3.71 -2.26 -1.12
H -1.57 -1.17 -1.27
H 0.53 1.85 -1.90
H -0.41 0.40 -2.34
H 2.50 1.06 -1.69
H 2.47 -1.81 0.62
H 5.23 -3.91 1.40
H 4.89 -2.80 2.73
H 3.55 -3.52 1.82
H 6.73 -1.86 0.76
H 7.97 -0.52 -0.88
H 7.48 1.02 -0.19
H 7.13 0.67 -1.88
H 4.72 1.04 -1.63
H -0.26 1.46 2.97
H -1.81 0.94 2.26
H -0.30 0.09 1.82
H -3.24 2.44 0.26
H -5.44 1.31 0.46
```

Results
Total energy   -42098.14108 eV
SMILES   CCOc1ccc(N(CC(=O)Nc2cc(C)cc(C)c2)S(C)(=O)=O)cc1
Spin multiplicity   1
LUMO energy   0.024 hartree
Max |F|   1.10 eV Å⁻¹